[1]
91
Properties=species:S:1:pos:R:3:lowdin_spin:R:1 method="wB97M-V/def2-TZVPD" molar_mass_da=870.9 total_charge=+3 orbital_gap_ev="7.9 / 3.5" spin_multiplicity=5 homo_ev="-16.51 / -16.52" e_lumo_ev="-8.654 / -13.014"
Os 1.447 -0.147 -0.092 2.107
N 7.324 -1.314 -0.968 0.047
C 5.999 -1.111 -0.753 0.026
C 5.056 -1.270 -1.801 0.009
C 3.710 -1.096 -1.556 0.031
N 3.267 -0.679 -0.316 0.094
C 4.181 -0.497 0.711 0.027
C 5.531 -0.702 0.506 0.017
H 7.645 -1.667 -1.854 0.001
H 7.973 -1.255 -0.194 0.001
H 5.402 -1.594 -2.793 0.000
H 2.949 -1.274 -2.319 0.007
H 3.783 -0.120 1.653 0.003
H 6.235 -0.579 1.340 0.001
I 0.032 1.553 5.438 -0.001
C 0.863 0.048 4.205 -0.002
C 1.509 -1.115 4.713 0.014
C 2.047 -2.078 3.831 0.003
C 1.995 -1.876 2.452 0.025
N 1.406 -0.723 1.957 0.080
C 0.789 0.181 2.811 0.013
H 1.564 -1.261 5.792 0.001
H 2.494 -2.993 4.217 0.001
H 2.398 -2.576 1.725 0.002
H 0.206 0.986 2.359 0.000
C -0.289 4.370 -0.799 0.005
C -0.175 2.827 -0.959 0.029
P 1.462 1.961 -0.710 0.116
C 2.217 3.208 0.437 0.005
C 3.550 2.862 1.115 0.001
C 2.219 2.563 -2.321 0.049
C 3.707 2.354 -2.625 0.002
H -1.314 4.661 -1.136 0.002
H 0.425 4.901 -1.441 0.000
H -0.187 4.720 0.252 0.000
H -0.421 2.598 -2.012 0.001
H -0.916 2.307 -0.331 0.000
H 1.425 3.421 1.192 0.000
H 2.373 4.116 -0.188 0.000
H 3.426 2.118 1.919 0.000
H 4.011 3.776 1.564 0.000
H 4.268 2.456 0.389 0.000
H 2.000 3.647 -2.279 0.006
H 1.576 2.137 -3.117 0.000
H 4.350 2.798 -1.842 0.000
H 3.966 2.864 -3.571 0.001
H 4.018 1.296 -2.720 0.000
C -5.141 0.429 -0.189 0.024
C -4.045 1.480 0.001 0.040
C -3.788 1.909 1.439 0.038
C -4.323 2.658 -0.911 0.002
O -2.771 0.878 -0.446 0.293
Si -2.100 -0.585 -0.228 0.036
O -0.454 -0.488 -0.187 0.242
O -2.708 -1.179 1.165 0.075
C -2.804 -2.407 1.892 0.013
C -1.889 -2.266 3.100 0.007
C -2.453 -3.592 0.991 0.016
C -4.252 -2.528 2.346 0.001
O -2.439 -1.623 -1.412 0.338
C -1.846 -1.929 -2.680 0.046
C -2.970 -2.552 -3.489 0.005
C -0.741 -2.949 -2.431 0.044
C -1.377 -0.637 -3.328 0.028
H -6.127 0.874 0.060 0.002
H -4.961 -0.423 0.491 0.000
H -5.107 0.100 -1.249 0.001
H -4.684 2.376 1.893 0.004
H -2.930 2.619 1.447 0.000
H -3.502 1.014 2.027 0.000
H -5.166 3.262 -0.487 0.000
H -4.616 2.297 -1.930 0.002
H -3.438 3.314 -1.000 0.001
H -0.840 -2.297 2.783 0.000
H -2.053 -3.133 3.783 0.000
H -2.099 -1.310 3.625 0.000
H -1.378 -3.621 0.765 0.000
H -3.010 -3.476 0.035 0.002
H -2.747 -4.535 1.512 0.000
H -4.467 -1.746 3.108 0.000
H -4.409 -3.512 2.826 0.000
H -4.912 -2.441 1.455 0.000
H -3.279 -3.501 -3.012 0.001
H -2.616 -2.759 -4.514 0.001
H -3.836 -1.875 -3.529 0.000
H -1.167 -3.845 -1.949 0.000
H 0.069 -2.515 -1.810 0.000
H -0.325 -3.273 -3.400 0.004
H -2.233 0.074 -3.334 0.000
H -1.016 -0.856 -4.359 0.003
H -0.547 -0.231 -2.750 0.005

[2]
20
Properties=species:S:1:pos:R:3:mulliken_charge:R:1 method="wB97M-V/def2-TZVPD" molar_mass_da=128.1 total_charge=0 orbital_gap_ev=10.4 homo_ev=-9.93 smiles="CNC(N)=O.O.O.O" e_lumo_ev=0.511
C 2.164 0.884 0.338 -0.715
N 0.938 1.610 0.040 -0.128
C -0.212 1.057 0.524 0.475
N -1.355 1.821 0.307 -0.470
O -0.251 0.154 1.343 -0.581
H 2.263 0.949 1.434 0.271
H 3.086 1.263 -0.073 0.338
H 2.030 -0.191 0.230 0.216
H 0.854 2.269 -0.723 0.223
H -1.675 2.190 -0.584 0.191
H -2.100 1.663 0.972 0.231
H -2.285 -0.906 1.552 0.258
H -1.502 -2.195 1.745 0.329
O -2.318 -1.767 1.996 -0.629
H -0.166 -1.192 -0.466 0.356
H -1.669 -1.688 -0.270 0.325
O -0.874 -1.710 -0.830 -0.683
H 1.561 -2.029 -2.512 0.313
H 0.272 -1.069 -2.479 0.327
O 1.241 -1.114 -2.543 -0.647

[3]
14
Properties=species:S:1:pos:R:3:mulliken_charge:R:1 method="wB97M-V/def2-TZVPD" molar_mass_da=90.1 total_charge=+1 orbital_gap_ev=10.2 homo_ev=-15.47 e_lumo_ev=-5.277
C 0.724 -0.075 -1.462 0.025
C -0.272 1.217 0.514 -1.325
C -0.354 0.091 -0.389 0.912
N 0.327 -1.411 0.826 -0.611
O 0.372 -0.571 -2.521 -0.405
O -1.615 -0.182 -0.610 -0.392
H 1.686 0.251 -1.130 0.392
H -0.166 2.124 -0.017 0.348
H -1.137 1.314 1.075 0.357
H 0.657 0.989 1.056 0.425
H 0.452 -0.892 1.678 0.302
H -0.455 -2.031 0.798 0.293
H 1.237 -1.878 0.765 0.320
H -1.823 -0.734 -1.290 0.359

[4]
21
Properties=species:S:1:pos:R:3:mulliken_charge:R:1 method="wB97M-V/def2-TZVPD" molar_mass_da=106.2 total_charge=0 orbital_gap_ev=9.8 homo_ev=-8.98 smiles=CNC[C@@H](C)N.O e_lumo_ev=0.800
N 2.090 -0.922 -0.983 -0.699
C 0.833 0.001 -1.292 0.383
C 1.078 1.154 -2.315 -1.079
C 0.245 0.492 0.086 -0.812
N -0.577 -0.579 0.622 -0.293
C -1.804 -1.067 -0.231 -0.760
H 1.630 -1.592 -0.234 0.256
H 2.795 -0.490 -0.427 0.292
H 0.156 -0.662 -1.810 0.261
H 2.123 1.364 -2.554 0.313
H 0.586 2.003 -1.700 0.224
H 0.525 1.077 -3.197 0.288
H -0.338 1.418 -0.059 0.357
H 1.090 0.777 0.787 0.235
H 0.107 -1.476 0.640 0.253
H -1.879 -0.557 -1.204 0.263
H -1.764 -2.165 -0.296 0.298
H -2.789 -0.846 0.346 0.231
H -1.679 1.345 5.038 0.315
H -1.222 0.204 3.905 0.345
O -1.209 0.520 4.878 -0.671

[5]
89
Properties=species:S:1:pos:R:3:mulliken_charge:R:1 method="wB97M-V/def2-TZVPD" molar_mass_da=649.7 total_charge=+2 orbital_gap_ev=4.8 homo_ev=-11.72 e_lumo_ev=-6.942
C -1.368 6.455 -3.197 -0.307
C -1.698 5.091 -3.259 0.690
C -1.838 4.503 -4.542 -0.305
C -1.656 5.310 -5.676 -0.354
N -1.333 6.600 -5.586 -0.509
C -1.198 7.173 -4.389 -0.370
C -1.791 4.327 -2.038 0.277
C -1.277 3.380 -1.401 -0.709
C -0.246 2.373 -1.276 -1.450
C 0.879 2.618 -0.447 -0.599
C 1.709 1.560 -0.106 -0.200
C 1.400 0.261 -0.527 0.331
C 0.353 0.047 -1.447 0.161
C -0.511 1.080 -1.771 0.104
Ca -1.844 2.247 0.652 1.261
P 2.422 -1.151 -0.062 1.392
H -2.099 3.456 -4.662 0.447
H -1.247 6.943 -2.238 0.424
H -1.794 4.897 -6.688 0.364
H -0.967 8.245 -4.364 0.366
H -1.432 0.914 -2.344 0.356
H 1.117 3.650 -0.178 0.484
H 0.156 -0.975 -1.819 -0.339
H 2.564 1.754 0.559 0.538
C 1.602 -2.195 1.191 0.327
C 2.069 -3.650 1.325 -1.299
H 0.515 -2.108 0.984 -0.446
H 1.722 -1.652 2.155 0.390
H 2.017 -3.962 2.382 0.409
H 1.436 -4.322 0.723 0.314
H 3.106 -3.786 0.978 0.333
C 2.792 -1.891 -1.671 -0.510
C 3.230 -0.893 -2.760 -1.223
H 1.897 -2.448 -1.981 0.244
H 3.563 -2.647 -1.484 0.754
H 3.220 -1.396 -3.738 0.423
H 2.547 -0.033 -2.851 0.246
H 4.242 -0.495 -2.579 0.359
C 3.894 -0.421 0.641 -0.436
C 4.992 -1.441 0.833 -1.280
H 3.585 0.060 1.576 -0.071
H 4.172 0.373 -0.058 0.505
H 5.878 -0.925 1.211 0.402
H 4.700 -2.204 1.561 0.329
H 5.252 -1.929 -0.112 0.349
Br -1.381 -0.478 0.941 -0.552
P -2.866 -3.328 -2.073 -0.170
C -1.045 -3.615 -1.994 0.859
C -0.618 -5.047 -2.322 -1.467
H -0.758 -3.326 -0.972 -0.559
H -0.612 -2.901 -2.711 0.211
H 0.472 -5.085 -2.450 0.365
H -0.879 -5.745 -1.519 0.357
H -1.076 -5.402 -3.254 0.411
C -3.334 -3.154 -0.299 0.182
C -4.698 -3.830 -0.149 -1.334
H -3.309 -2.093 -0.027 -0.155
H -2.561 -3.677 0.273 0.305
H -5.000 -3.891 0.901 0.377
H -5.481 -3.286 -0.695 0.340
H -4.652 -4.852 -0.556 0.353
C -3.005 -1.684 -2.870 0.986
C -3.301 -1.814 -4.373 -1.351
H -2.053 -1.174 -2.677 -1.159
H -3.811 -1.161 -2.335 0.525
H -3.592 -0.843 -4.784 0.403
H -2.419 -2.155 -4.926 0.327
H -4.116 -2.523 -4.562 0.376
C 2.487 2.020 4.014 -1.033
N 1.289 1.714 4.780 0.201
C 1.377 2.039 6.202 -1.308
C 0.056 1.620 4.159 0.244
N -0.238 2.127 2.971 -0.317
N -0.894 0.947 4.862 0.207
C -0.562 -0.040 5.880 -1.169
C -2.225 0.895 4.303 -1.062
H 3.323 2.032 4.723 0.549
H 2.405 2.988 3.493 0.315
H 2.669 1.220 3.280 0.215
H 0.423 2.419 6.601 0.386
H 1.682 1.160 6.789 0.339
H 2.139 2.816 6.345 0.518
H 0.600 2.560 2.569 -0.002
H -0.689 0.386 6.889 0.301
H -1.267 -0.880 5.805 0.463
H 0.475 -0.411 5.780 0.378
H -2.509 1.914 3.991 0.259
H -2.255 0.238 3.416 0.261
H -2.920 0.508 5.061 0.456

[6]
14
Properties=species:S:1:pos:R:3:mulliken_charge:R:1 method="wB97M-V/def2-TZVPD" molar_mass_da=171.1 total_charge=+1 orbital_gap_ev=10.8 homo_ev=-17.04 smiles=FC(F)C(F)(F)c1nn[nH][nH+]1 e_lumo_ev=-6.281
F 3.218 -0.545 -0.289 -0.218
C 2.088 0.317 -0.269 0.129
F 2.519 1.461 0.451 -0.224
C 0.946 -0.430 0.571 0.943
F 1.318 -1.785 0.686 -0.214
F 0.823 0.170 1.854 -0.256
C -0.501 -0.388 -0.072 0.017
N -1.036 -1.244 -1.100 -0.088
N -2.290 -0.798 -1.240 -0.232
N -2.552 0.203 -0.404 0.220
N -1.505 0.542 0.368 -0.014
H 1.826 0.549 -1.345 0.297
H -3.458 0.689 -0.311 0.295
H -1.396 1.259 1.099 0.347

[7]
124
Properties=species:S:1:pos:R:3:mulliken_charge:R:1 method="wB97M-V/def2-TZVPD" molar_mass_da=906.7 total_charge=0 orbital_gap_ev=10.3 homo_ev=-10.25 smiles="CCOC(=O)OC.CCOC(=O)OC.CCOC(C)=O.CCOC(C)=O.CCOC(C)=O.CCOC(C)=O.CCOC(C)=O.CCOC(C)=O.ClCCl.ClCCl" e_lumo_ev=0.054
C 0.566 7.286 -1.352 -0.114
Cl 1.200 7.497 0.277 -0.158
Cl 1.624 8.310 -2.339 -0.155
H 0.696 6.233 -1.603 0.246
H -0.481 7.586 -1.339 0.180
C -3.923 -4.582 5.324 -0.226
Cl -4.192 -3.559 3.907 -0.141
Cl -3.488 -3.497 6.674 -0.148
H -4.859 -5.106 5.517 0.283
H -3.109 -5.278 5.124 0.234
C -7.804 -6.024 -1.593 -1.092
C -8.716 -5.594 -0.463 -0.162
O -9.882 -6.287 -0.565 -0.316
C -10.885 -5.910 -1.415 0.689
O -10.972 -4.839 -2.001 -0.552
O -11.727 -7.002 -1.547 -0.297
C -12.814 -6.950 -2.483 -0.606
H -8.213 -5.691 -2.547 0.298
H -7.574 -7.090 -1.616 0.289
H -6.856 -5.487 -1.572 0.362
H -8.812 -4.509 -0.506 0.293
H -8.299 -5.775 0.528 0.295
H -12.448 -6.643 -3.463 0.284
H -13.543 -6.215 -2.143 0.290
H -13.323 -7.913 -2.434 0.225
C 1.548 -2.080 4.553 -1.100
C 1.449 -0.815 5.396 -0.230
O 2.447 0.118 5.016 -0.257
C 2.243 1.377 5.206 0.825
O 1.175 1.940 5.429 -0.602
O 3.439 1.956 5.150 -0.334
C 3.495 3.397 5.016 -0.576
H 2.417 -2.613 4.939 0.282
H 1.702 -1.827 3.504 0.262
H 0.704 -2.767 4.619 0.380
H 1.515 -1.051 6.458 0.293
H 0.419 -0.485 5.260 0.296
H 2.530 3.860 4.811 0.347
H 4.219 3.605 4.228 0.166
H 3.854 3.805 5.961 0.250
O 0.555 -1.977 -1.799 -0.586
C -0.508 -1.500 -1.353 0.659
O -0.632 -0.359 -0.557 -0.239
C 0.522 0.361 -0.275 -0.174
C -0.010 1.538 0.532 -1.185
C -1.877 -2.167 -1.404 -0.901
H 0.865 0.816 -1.204 0.265
H 1.330 -0.192 0.205 0.339
H -0.754 2.095 -0.037 0.296
H 0.871 2.125 0.790 0.375
H -0.424 1.204 1.483 0.324
H -2.614 -1.852 -0.665 0.280
H -1.570 -3.199 -1.233 0.277
H -2.338 -2.137 -2.391 0.267
O -3.890 9.721 2.266 -0.622
C -3.473 9.532 1.096 0.793
O -3.781 8.500 0.353 -0.270
C -4.724 7.570 0.806 -0.236
C -4.449 6.204 0.212 -1.146
C -2.522 10.424 0.405 -0.929
H -5.690 7.851 0.387 0.234
H -4.804 7.616 1.892 0.385
H -5.281 5.572 0.523 0.365
H -3.516 5.740 0.532 0.311
H -4.230 6.287 -0.853 0.294
H -2.372 10.166 -0.643 0.290
H -1.499 10.231 0.729 0.254
H -2.832 11.449 0.610 0.275
O -0.474 -8.433 2.281 -0.603
C 0.112 -9.357 1.731 0.705
O 0.965 -9.235 0.739 -0.245
C 1.091 -7.985 0.053 -0.227
C 2.005 -8.228 -1.102 -1.125
C 0.155 -10.754 2.236 -0.908
H 1.282 -7.200 0.785 0.351
H 0.136 -7.658 -0.360 0.255
H 3.048 -8.243 -0.787 0.291
H 1.967 -7.410 -1.822 0.371
H 1.827 -9.193 -1.577 0.295
H 0.596 -11.464 1.537 0.298
H -0.861 -10.999 2.544 0.297
H 0.839 -10.705 3.084 0.246
O 9.248 -5.055 1.962 -0.566
C 9.152 -3.861 1.685 0.725
O 8.158 -3.282 0.931 -0.294
C 6.969 -3.983 0.437 -0.214
C 6.404 -3.364 -0.810 -1.057
C 10.125 -2.850 2.271 -0.957
H 6.221 -3.939 1.228 0.259
H 7.226 -5.025 0.244 0.314
H 5.724 -4.070 -1.287 0.346
H 7.206 -3.083 -1.492 0.315
H 5.886 -2.431 -0.590 0.261
H 10.226 -1.977 1.625 0.296
H 11.105 -3.315 2.377 0.318
H 9.936 -2.541 3.299 0.255
O 8.340 6.323 -0.047 -0.591
C 7.127 6.459 0.140 0.751
O 6.214 5.456 0.162 -0.242
C 6.590 4.100 0.111 -0.263
C 5.619 3.453 -0.968 -1.066
C 6.411 7.784 0.188 -0.991
H 6.280 3.712 1.081 0.248
H 7.632 3.916 -0.150 0.337
H 5.805 2.382 -1.043 0.358
H 5.892 3.952 -1.898 0.307
H 4.603 3.769 -0.732 0.280
H 7.148 8.492 -0.191 0.329
H 6.192 8.080 1.214 0.262
H 5.473 7.836 -0.364 0.280
O -1.951 4.560 -4.662 -0.573
C -2.113 3.698 -5.522 0.681
O -1.890 3.822 -6.880 -0.311
C -1.626 5.073 -7.563 -0.261
C -0.086 5.205 -7.533 -0.979
C -2.518 2.252 -5.164 -0.849
H -2.176 5.926 -7.166 0.297
H -2.108 4.909 -8.527 0.284
H 0.344 5.093 -6.537 0.288
H 0.187 6.183 -7.928 0.359
H 0.372 4.575 -8.295 0.274
H -3.563 2.175 -4.864 0.262
H -1.823 1.880 -4.411 0.220
H -2.319 1.573 -5.994 0.308

[8]
17
Properties=species:S:1:pos:R:3:mulliken_charge:R:1 method="wB97M-V/def2-TZVPD" molar_mass_da=106.1 total_charge=0 orbital_gap_ev=10.4 homo_ev=-9.51 smiles="NCCNC=O.O" e_lumo_ev=0.848
C 0.896 -1.710 0.325 -0.008
N 1.084 -0.391 0.287 -0.184
C 0.743 0.474 -0.886 -0.706
C -0.799 0.389 -1.088 -0.324
N -1.157 1.295 -2.208 -0.645
O 0.251 -2.380 1.132 -0.555
H 1.001 -2.239 -0.644 0.397
H 0.850 0.096 1.145 0.244
H 0.965 1.424 -0.408 0.306
H 1.239 0.091 -1.770 0.372
H -1.273 0.785 -0.191 0.277
H -1.091 -0.636 -1.333 0.362
H -2.134 1.044 -2.377 0.246
H -0.731 1.060 -3.100 0.235
H 0.301 -0.494 3.516 0.311
H -0.133 0.775 4.238 0.301
O -0.012 0.417 3.363 -0.630